Entry 1:
Molecular formula: C4H7Cl2N
Method: DFT, ωB97M-V/def2-TZVPD

Computed properties:
structure (SMILES) = N[C@@H]1[C@H](Cl)C[C@@H]1Cl
F_max = 2.94 eV/A
energy relative to the best compared isomer or geometry (same formula, charge and spin) = 24.1 kcal/mol
HOMO energy = -9.02 eV

The geometry in ORCA input format:
```
! wB97M-V def2-TZVPD RIJCOSX def2/J DEFGRID3
* xyz 0 1
C -0.207 -1.209 -0.083
C -0.817 -0.368 1.088
C 0.626 -0.160 1.638
C 1.160 -0.629 0.281
H -0.485 -1.437 -2.298
H -1.534 -0.282 -1.550
H -0.232 -2.265 0.155
H -1.494 -0.991 1.790
H 0.709 0.857 2.066
H 0.760 -0.987 2.297
H 1.933 -1.418 0.136
N -0.872 -1.130 -1.417
Cl -1.610 1.099 0.385
Cl 1.721 0.585 -0.986
*
```

---

Entry 2:
Molecular formula: C5H11IN3
Method: DFT, ωB97M-V/def2-TZVPD

Computed properties:
F_max = 7.03 eV/A
energy relative to the best compared isomer or geometry (same formula, charge and spin) = 10.7 kcal/mol
HOMO energy (alpha / beta) = -10.51 / -13.69 eV
expectation value of S² = 2.01

The geometry in ORCA input format:
```
! wB97M-V def2-TZVPD RIJCOSX def2/J DEFGRID3
* xyz 1 3
C 0.239 -1.263 -1.118
C -1.722 -1.318 0.364
C 0.537 3.172 0.572
C -0.215 -3.094 0.310
C 0.968 2.115 -0.395
N 0.634 -0.063 -1.177
N -0.676 -1.872 -0.161
N 0.377 0.748 -0.281
I -2.662 0.397 -0.248
H 0.720 -2.012 -1.734
H -2.207 -1.869 1.150
H -0.504 3.461 0.728
H 0.770 2.927 1.648
H 1.225 3.913 0.318
H -0.945 -3.776 -0.007
H 0.770 -3.317 -0.193
H -0.081 -3.184 1.406
H 1.998 1.985 -0.335
H 0.901 2.507 -1.481
H -0.128 0.543 0.636
*
```

---

Entry 3:
Molecular formula: C4H10OS
Method: DFT, ωB97M-V/def2-TZVPD

Computed properties:
structure (SMILES) = C=CO.CCS
F_max = 4.37 eV/A
energy relative to the best compared isomer or geometry (same formula, charge and spin) = 59.3 kcal/mol
HOMO energy = -8.37 eV

The geometry in ORCA input format:
```
! wB97M-V def2-TZVPD RIJCOSX def2/J DEFGRID3
* xyz 0 1
C -0.510 0.210 2.327
C -0.427 -1.339 1.941
S 0.524 -1.615 0.414
H -0.682 0.830 1.536
H -1.348 0.246 2.971
H 0.524 0.477 2.662
H -1.432 -1.776 1.808
H 0.018 -1.977 2.764
H 1.855 -1.341 0.823
C 0.835 0.173 -2.014
C -0.144 1.060 -2.473
O 0.183 2.379 -3.010
H 0.394 -0.843 -1.924
H 1.818 0.371 -1.584
H -1.194 0.796 -2.450
H -0.415 2.349 -3.791
*
```

---

Entry 4:
Molecular formula: C12H14O2Si
Method: DFT, ωB97M-V/def2-TZVPD

Computed properties:
F_max = 4.79 eV/A
energy relative to the best compared isomer or geometry (same formula, charge and spin) = 98.5 kcal/mol
HOMO energy = -8.30 eV

The geometry in ORCA input format:
```
! wB97M-V def2-TZVPD RIJCOSX def2/J DEFGRID3
* xyz 0 1
C 2.309 2.882 1.331
C 1.421 3.144 0.602
C 3.482 -0.850 1.263
C 3.413 -0.670 -0.166
C 2.348 -0.681 1.961
C 2.308 -0.283 -0.814
C 1.153 -0.500 1.261
C 1.129 -0.279 -0.060
C -2.413 0.378 -0.003
C -4.130 -0.904 1.196
C -0.296 -0.415 -2.874
C -1.638 1.433 -0.359
O -1.878 -0.830 -0.329
O -3.580 0.307 0.575
Si -0.555 -0.021 -1.013
H 3.096 2.562 1.975
H 4.516 -1.203 1.705
H 4.359 -0.674 -0.672
H 2.340 -0.640 2.981
H 2.231 -0.183 -1.950
H 0.244 -0.418 1.849
H -5.201 -0.987 1.120
H -3.884 -0.874 2.228
H -3.623 -1.796 0.753
H 0.457 0.157 -3.291
H 0.011 -1.431 -2.954
H -1.253 -0.361 -3.489
H -1.790 2.437 -0.357
H 0.475 3.454 0.309
*
```

---

Entry 5:
Molecular formula: AgCl8FMg3N3O9
Method: DFT, ωB97M-V/def2-TZVPD

Computed properties:
F_max = 8.82 eV/A
HOMO energy = 4.56 eV

The geometry in ORCA input format:
```
! wB97M-V def2-TZVPD RIJCOSX def2/J DEFGRID3
* xyz -5 1
Mg 0.224 0.405 -2.255
Mg -2.774 -1.698 -3.031
Mg -0.832 4.986 -0.551
Ag -2.633 -0.859 0.870
Cl 4.432 2.470 -2.010
Cl 1.474 5.189 -0.346
Cl -1.340 5.080 -2.796
Cl -0.683 -2.547 4.171
Cl -1.892 6.421 0.724
Cl 1.446 -1.180 -1.101
Cl 1.232 1.482 -4.408
Cl -4.078 -0.942 -1.413
F -1.244 -0.623 -2.965
N 3.603 -1.827 2.833
O 4.647 -2.392 2.952
O 2.826 -1.902 1.882
O 3.359 -1.344 3.926
N -1.071 -4.635 0.870
O -1.617 -4.833 1.970
O -0.496 -3.560 0.760
O -1.219 -5.256 -0.231
N -0.842 1.892 0.122
O -0.993 0.942 0.724
O -1.130 3.017 0.382
O -0.399 1.715 -1.081
*
```

---

Entry 6:
Molecular formula: C54H72N8O18
Method: DFT, ωB97M-V/def2-TZVPD

Computed properties:
F_max = 7.97 eV/A
energy relative to the best compared isomer or geometry (same formula, charge and spin) = 169.0 kcal/mol
HOMO energy = -4.71 eV

The geometry in ORCA input format:
```
! wB97M-V def2-TZVPD RIJCOSX def2/J DEFGRID3
* xyz 0 1
C -29.146 -4.193 4.226
C -29.635 -4.847 2.883
N -28.670 -5.857 2.431
C -27.971 -6.782 3.183
C -27.090 -7.436 2.329
N -27.289 -6.898 1.079
C -28.299 -5.920 1.146
C -26.355 -7.222 -0.054
H -29.741 -3.343 4.561
H -28.183 -3.690 4.142
H -28.989 -4.899 5.042
H -29.842 -4.139 2.081
H -30.569 -5.380 3.059
H -28.179 -7.042 4.211
H -26.407 -8.256 2.494
H -28.526 -5.210 0.364
H -26.962 -7.397 -0.942
H -25.953 -8.197 0.220
H -25.654 -6.391 -0.128
C -24.066 -0.985 0.491
C -23.980 -0.695 -1.046
C -22.664 -1.349 -1.541
O -25.107 -1.084 -1.781
H -24.850 -0.356 0.914
H -23.130 -0.681 0.961
H -24.280 -2.031 0.708
H -23.760 0.351 -1.257
H -22.591 -1.224 -2.621
H -22.795 -2.428 -1.461
H -21.739 -1.093 -1.024
C -21.014 -6.131 3.629
C -20.474 -6.708 2.496
C -20.434 -8.097 2.372
C -20.832 -8.977 3.367
C -21.346 -8.399 4.563
C -21.516 -7.023 4.591
O -22.090 -6.487 5.753
O -19.940 -8.554 1.247
H -21.173 -5.064 3.690
H -20.138 -6.104 1.666
H -20.630 -10.033 3.270
H -21.394 -9.123 5.363
H -22.009 -5.531 5.782
H -19.802 -7.882 0.575
C -18.348 -8.697 -7.662
C -18.528 -9.556 -8.709
C -19.350 -10.672 -8.637
C -20.259 -10.813 -7.563
C -20.189 -9.904 -6.468
C -19.221 -8.871 -6.525
O -19.122 -8.011 -5.422
O -19.455 -11.505 -9.754
H -17.554 -7.968 -7.589
H -17.889 -9.389 -9.564
H -20.922 -11.661 -7.473
H -20.856 -10.026 -5.628
H -18.603 -7.203 -5.439
H -18.897 -11.250 -10.493
C -25.864 -5.185 -10.407
C -26.770 -4.660 -9.504
C -26.448 -4.501 -8.092
C -25.176 -4.843 -7.725
C -24.238 -5.235 -8.667
C -24.588 -5.418 -10.032
O -23.585 -5.927 -10.808
O -27.315 -3.961 -7.254
H -26.153 -5.150 -11.447
H -27.726 -4.361 -9.907
H -24.805 -4.657 -6.728
H -23.175 -5.250 -8.477
H -22.727 -5.637 -10.490
H -26.771 -3.417 -6.680
C -21.518 5.725 -4.382
C -20.149 5.594 -4.096
C -19.201 6.088 -4.935
C -19.549 6.787 -6.089
C -20.914 6.922 -6.407
C -21.833 6.554 -5.542
O -23.164 6.856 -5.741
O -17.870 6.000 -4.717
H -22.314 5.354 -3.754
H -19.955 4.899 -3.292
H -18.759 7.220 -6.685
H -21.270 7.477 -7.263
H -23.622 6.039 -5.528
H -17.662 5.942 -3.782
C -20.128 5.380 3.746
C -19.123 6.029 2.951
C -17.964 5.386 2.622
C -17.797 4.054 2.997
C -18.837 3.422 3.726
C -19.912 4.174 4.214
O -20.836 3.558 5.017
O -16.974 6.011 1.884
H -21.049 5.879 4.009
H -19.234 7.049 2.617
H -16.809 3.689 2.756
H -18.664 2.366 3.874
H -20.481 2.878 5.594
H -16.768 6.903 2.172
C -29.470 3.271 -10.075
C -29.197 3.583 -8.732
C -28.056 2.944 -8.089
C -27.239 2.071 -8.845
C -27.673 1.825 -10.180
C -28.676 2.450 -10.858
O -29.104 1.977 -12.066
O -27.858 3.132 -6.761
H -30.212 3.777 -10.675
H -29.860 4.135 -8.082
H -26.422 1.526 -8.396
H -27.243 0.975 -10.688
H -28.388 2.059 -12.700
H -27.677 2.274 -6.369
C -33.367 1.536 -2.598
C -34.658 1.820 -3.005
C -35.547 2.071 -1.998
C -35.174 2.073 -0.661
C -33.870 1.770 -0.248
C -33.015 1.382 -1.284
O -31.778 0.979 -0.950
O -36.783 2.308 -2.338
H -32.660 1.245 -3.361
H -34.931 1.784 -4.049
H -35.930 2.170 0.103
H -33.629 1.763 0.805
H -31.301 0.547 -1.663
H -36.888 2.646 -3.230
C -19.122 0.002 -9.282
O -19.317 -1.166 -9.579
N -19.970 0.790 -8.703
N -18.010 0.625 -9.513
H -19.602 1.617 -8.255
H -20.820 0.310 -8.443
H -17.895 1.611 -9.328
H -17.292 0.091 -9.982
C -27.824 5.601 1.504
O -27.601 6.634 2.129
N -28.690 5.535 0.491
N -27.356 4.401 1.602
H -29.172 6.360 0.165
H -28.708 4.647 0.011
H -26.499 4.255 2.116
H -27.758 3.625 1.097
C -15.215 -1.253 -3.464
O -15.516 -2.397 -3.575
N -16.003 -0.264 -3.760
N -14.077 -0.886 -3.105
H -16.823 -0.458 -4.317
H -15.832 0.699 -3.511
H -13.761 0.067 -2.994
H -13.462 -1.685 -3.168
*
```

---

Number 1: energy -30795.126 eV. Number 2: energy -17922.185 eV. Number 3: energy -17190.255 eV. Number 4: energy -24640.154 eV. Number 5: energy -146118.025 eV. Number 6: energy -105932.112 eV.